# 1
A 2-piece molecular cluster, C6H14F5NOP overall. Source: OMol25; level of theory: ωB97M-V/def2-TZVPD.

Values from the calculation:
* orbital gap: 7.69 eV
* E_tot: -1207.36811 Ha
* max |F|: 1.0 eV/A
* HOMO: -11.576 eV

Geometry as ORCA input:
```
! wB97M-V def2-TZVPD RIJCOSX def2/J DEFGRID3
* xyz 1 1
C -1.968 2.926 2.147
P -0.409 2.371 1.283
C 1.228 1.859 0.297
F 1.035 2.121 -1.022
F 1.510 0.532 0.382
C 2.473 2.638 0.739
F 2.978 2.084 1.858
F 3.436 2.661 -0.206
F 2.124 3.919 1.010
H -1.866 3.979 2.380
H -2.187 2.379 3.054
H -2.800 2.849 1.455
H -0.590 3.334 0.256
H 0.380 2.557 2.447
H -0.889 1.060 1.053
C 0.984 -2.728 -0.014
C -0.326 -2.325 -0.583
O -1.253 -1.839 -0.035
N -0.497 -2.524 -2.085
C -1.530 -3.581 -2.402
H 1.000 -2.465 1.038
H 1.139 -3.805 -0.124
H 1.788 -2.196 -0.529
H 0.391 -2.726 -2.547
H -0.866 -1.629 -2.420
H -1.213 -4.523 -1.963
H -1.597 -3.672 -3.481
H -2.477 -3.255 -1.988
*
```

=====

# 2
C6H14F6LiN5O8S2 as an isolated structure in a non-equilibrium geometry. Source: OMol25; level of theory: ωB97M-V/def2-TZVPD.

Values from the calculation:
* ΔE to the lowest compared entry with this formula, charge and spin: 0.00 kcal/mol
* orbital gap: 9.49 eV
* E_tot: -2515.96398 Ha
* max |F|: 2.4 eV/A
* HOMO: -9.760 eV

Geometry as ORCA input:
```
! wB97M-V def2-TZVPD RIJCOSX def2/J DEFGRID3
* xyz 0 1
Li -0.394 0.246 -0.490
C 0.985 -3.190 0.205
F -0.224 -3.141 0.764
F 1.838 -2.590 1.017
F 1.322 -4.459 0.018
S 0.940 -2.344 -1.464
O 1.865 -3.075 -2.266
O -0.412 -2.414 -1.950
N 1.287 -0.768 -1.102
S 2.657 -0.393 -1.819
O 3.786 -1.202 -1.515
O 2.473 -0.022 -3.192
C 2.996 1.198 -0.926
F 3.906 1.920 -1.599
F 1.876 1.929 -0.833
F 3.451 1.006 0.296
C 0.682 0.505 4.023
C 0.681 -0.049 2.617
O 0.339 0.948 1.620
O 1.954 1.084 4.371
H 0.493 -0.288 4.744
H -0.087 1.277 4.129
H -0.063 -0.839 2.503
H 1.656 -0.464 2.353
H 0.699 1.806 1.857
H 1.971 2.018 4.151
C -3.034 -1.777 -0.379
O -2.111 -1.021 -0.096
N -4.279 -1.656 0.214
N -2.898 -2.742 -1.337
H -4.927 -2.415 0.086
H -4.482 -1.010 0.947
H -3.707 -3.177 -1.734
H -1.994 -2.838 -1.779
C -1.098 2.981 -1.654
O -1.103 1.763 -1.572
N -1.667 3.603 -2.753
N -0.569 3.797 -0.682
H -2.326 3.022 -3.242
H -1.930 4.571 -2.677
H -0.516 4.770 -0.925
H -0.034 3.427 0.073
*
```

=====

# 3
A 3-piece molecular cluster, C6H14N2 overall in a non-equilibrium geometry. Source: OMol25; level of theory: ωB97M-V/def2-TZVPD.

Values from the calculation:
* ΔE to the lowest compared entry with this formula, charge and spin: 116.63 kcal/mol
* orbital gap (alpha / beta): 7.22 / 7.22 eV
* E_tot: -346.34130 Ha
* max |F|: 5.1 eV/A
* HOMO (alpha / beta): -6.330 / -6.331 eV

Geometry as ORCA input:
```
! wB97M-V def2-TZVPD RIJCOSX def2/J DEFGRID3
* xyz 0 1
C -0.315 0.250 -0.578
C 0.372 -0.867 -0.080
C 0.804 1.250 1.046
C 1.819 -1.127 -0.391
C -0.218 2.161 1.675
N -1.660 0.424 -0.400
C -0.600 -2.185 -1.469
N -1.781 -2.231 -1.884
H 0.075 0.717 -1.477
H -0.032 -1.330 0.815
H -2.057 0.101 0.470
H -2.069 1.275 -0.749
H -2.328 -1.398 -1.628
H 0.043 -3.048 -1.711
H 1.542 1.764 0.433
H 1.317 0.642 1.790
H 2.458 -0.882 0.457
H 1.970 -2.182 -0.620
H 2.147 -0.545 -1.253
H -0.736 2.764 0.924
H 0.221 2.856 2.401
H -0.973 1.591 2.229
*
```

=====

# 4
A 2-piece molecular cluster, C6H14N2 overall. Source: OMol25; level of theory: ωB97M-V/def2-TZVPD.

Values from the calculation:
* structure (SMILES): C=C(C)N.C=CCN
* ΔE to the lowest compared entry with this formula, charge and spin: 33.52 kcal/mol
* orbital gap: 9.41 eV
* E_tot: -346.47375 Ha
* max |F|: 0.8 eV/A
* HOMO: -8.483 eV

Geometry as ORCA input:
```
! wB97M-V def2-TZVPD RIJCOSX def2/J DEFGRID3
* xyz 0 1
C 0.908 0.333 -2.234
C 1.244 1.004 -1.134
C 2.471 0.731 -0.323
N 0.476 2.067 -0.651
H 0.026 0.621 -2.793
H 1.514 -0.478 -2.605
H 2.215 0.416 0.690
H 3.034 1.665 -0.229
H 3.117 -0.010 -0.782
H 0.959 2.833 -0.211
H -0.233 2.392 -1.293
C -0.813 -2.775 1.310
C -0.933 -1.617 0.681
C -2.073 -0.670 0.907
N -1.575 0.605 1.452
H 0.004 -3.450 1.085
H -1.452 -2.999 2.155
H -0.168 -1.295 -0.023
H -2.678 -0.558 0.001
H -2.716 -1.110 1.673
H -2.358 1.241 1.558
H -0.968 1.054 0.766
*
```

=====

# 5
A 2-piece molecular cluster, C6H14N2 overall in a non-equilibrium geometry. Source: OMol25; level of theory: ωB97M-V/def2-TZVPD.

Values from the calculation:
* structure (SMILES): C=CC=C.NCCN
* ΔE to the lowest compared entry with this formula, charge and spin: 42.42 kcal/mol
* orbital gap: 9.95 eV
* E_tot: -346.45956 Ha
* max |F|: 1.0 eV/A
* HOMO: -8.904 eV

Geometry as ORCA input:
```
! wB97M-V def2-TZVPD RIJCOSX def2/J DEFGRID3
* xyz 0 1
C 0.774 0.874 2.821
C 1.153 1.606 1.767
C 1.968 1.131 0.658
C 2.710 1.966 -0.069
H 1.032 -0.176 2.859
H 0.323 1.350 3.677
H 1.018 2.683 1.796
H 2.015 0.058 0.501
H 3.255 1.685 -0.959
H 2.755 3.019 0.186
N -1.650 -0.994 0.734
C -1.403 -0.592 -0.652
C -1.247 -1.809 -1.530
N -0.862 -1.411 -2.891
H -2.589 -1.366 0.801
H -1.580 -0.201 1.354
H -0.500 0.024 -0.660
H -2.184 0.068 -1.065
H -0.437 -2.422 -1.134
H -2.170 -2.398 -1.454
H -0.765 -2.234 -3.458
H -1.614 -0.861 -3.281
*
```

=====

# 6
A 2-piece molecular cluster, C6H14N2 overall. Source: OMol25; level of theory: ωB97M-V/def2-TZVPD.

Values from the calculation:
* ΔE to the lowest compared entry with this formula, charge and spin: 76.99 kcal/mol
* orbital gap: 7.74 eV
* E_tot: -346.40446 Ha
* max |F|: 0.8 eV/A
* HOMO: -6.718 eV

Geometry as ORCA input:
```
! wB97M-V def2-TZVPD RIJCOSX def2/J DEFGRID3
* xyz 0 1
C 1.607 0.621 -0.606
C -0.244 -1.222 -0.144
C -1.311 -0.418 0.120
C -0.226 1.820 0.392
C 0.457 -2.032 0.908
C -2.285 -0.007 -0.953
N 0.629 1.555 -0.616
N 2.378 0.355 0.539
H 0.264 1.751 -1.540
H 2.095 0.456 -1.556
H -0.060 -1.523 -1.169
H -1.678 -0.361 1.139
H 1.837 0.270 1.388
H 3.158 0.993 0.670
H -1.015 2.525 0.192
H 0.126 1.699 1.402
H 0.110 -3.070 0.892
H 0.258 -1.640 1.910
H 1.536 -2.051 0.754
H -2.813 0.913 -0.698
H -3.044 -0.780 -1.115
H -1.779 0.147 -1.910
*
```

=====

# 7
C6H14N2 as an isolated structure in a non-equilibrium geometry. Source: OMol25; level of theory: ωB97M-V/def2-TZVPD.

Values from the calculation:
* ΔE to the lowest compared entry with this formula, charge and spin: 105.76 kcal/mol
* orbital gap: 10.10 eV
* E_tot: -345.71855 Ha
* max |F|: 6.4 eV/A
* HOMO: -20.001 eV

Geometry as ORCA input:
```
! wB97M-V def2-TZVPD RIJCOSX def2/J DEFGRID3
* xyz 2 1
C -1.305 1.463 -0.183
C -0.793 -0.892 -1.425
C -0.833 -2.176 -0.977
C 0.540 1.194 2.096
C 1.786 0.113 0.191
C 0.470 0.171 0.970
N -0.787 -0.178 -2.445
N -0.676 0.414 0.041
H -1.016 2.353 0.425
H -1.936 1.595 -0.959
H -1.530 -2.853 -1.406
H -1.060 -2.138 0.120
H 0.054 -2.696 -0.877
H -0.379 1.400 2.520
H 1.109 0.790 2.852
H 0.877 2.184 1.631
H 1.758 0.886 -0.487
H 1.899 -0.814 -0.380
H 2.552 0.243 0.813
H 0.138 -0.868 1.344
H -0.710 -0.773 -3.325
H -1.024 0.779 -2.540
*
```

=====

# 8
A 2-piece molecular cluster, C6H14N2O overall in a non-equilibrium geometry. Source: OMol25; level of theory: ωB97M-V/def2-TZVPD.

Values from the calculation:
* ΔE to the lowest compared entry with this formula, charge and spin: 76.35 kcal/mol
* orbital gap: 8.54 eV
* E_tot: -421.67859 Ha
* max |F|: 3.3 eV/A
* HOMO: -7.829 eV

Geometry as ORCA input:
```
! wB97M-V def2-TZVPD RIJCOSX def2/J DEFGRID3
* xyz 0 1
C -0.684 1.295 0.115
C 0.864 0.051 -0.596
C -0.280 -0.747 1.999
C 0.147 -0.949 -1.495
C 2.235 -0.481 -0.164
N -1.718 0.496 0.540
C -1.620 -0.599 1.446
N -1.038 2.218 -0.858
O -2.526 -1.417 1.441
H -2.529 0.428 -0.064
H -0.065 1.700 0.906
H 1.117 0.918 -1.220
H -1.488 1.831 -1.677
H -0.312 2.872 -1.106
H 0.424 -0.528 0.959
H 0.017 0.094 2.625
H -0.142 -1.697 2.500
H 0.793 -1.319 -2.297
H -0.718 -0.505 -1.994
H -0.219 -1.788 -0.899
H 2.912 -0.565 -1.019
H 2.690 0.171 0.585
H 2.143 -1.477 0.273
*
```